The following is a quantum chemistry calculation of the molecule CH5NSi2, from the Open Molecules 2025 dataset.

Summary:
Structure (SMILES): N#C[SiH2][SiH3]
Relative energy (zero: lowest compared OMol25 entry of this formula, charge and spin), eV: 2.068

Element x y z (Å)
N -4.02431 0.28989 -0.32030
C -2.74458 -0.11154 -0.17703
Si -1.07205 -0.75577 0.25221
Si 0.50705 0.78229 -0.10000
H -0.68672 -1.39515 1.50586
H -1.21349 -2.01141 -0.60443
H 0.05234 1.82507 -1.05879
H 0.94596 0.86578 1.35624
H 1.87750 0.44775 -0.58377

Forces on atoms 1 to 6 (eV/Å):
N 12.840 -3.969 1.278
C -13.167 4.315 -0.518
Si -0.308 -2.547 -1.509
Si 1.882 0.522 0.030
H -0.614 0.267 0.749
H 0.439 0.692 0.087

Results of the Löwdin charge analysis, in e, for atoms 1 through 8: number 1, N, carries 0.037; number 2, C, carries -0.360; number 3, Si, carries 0.337; number 4, Si, carries 0.434; number 5, H, carries -0.080; number 6, H, carries -0.054; number 7, H, carries -0.101; number 8, H, carries -0.095